# 1
8
Properties=species:S:1:pos:R:3:lowdin_charge:R:1 method="wB97M-V/def2-TZVPD" e_lumo_ev=-0.55 e_above_lowest_kj_mol=53.9 smiles="O=[N+]([O-])C(O)(F)F" largest_force_ha_per_bohr=0.0960 mol_weight_g_mol=113.02 gap_ev=11.74 total_energy_ev=-14117.688
C -0.34 0.04 0.45 -0.602
N 0.97 -0.13 -0.24 -0.316
O 0.83 -0.46 -1.39 0.124
O 2.01 0.06 0.32 0.161
O -1.25 0.74 -0.22 0.217
F -0.77 -1.27 0.49 0.132
F -0.17 0.49 1.67 0.211
H -1.27 0.52 -1.09 0.073

# 2
15
Properties=species:S:1:pos:R:3:lowdin_charge:R:1 method="wB97M-V/def2-TZVPD" e_lumo_ev=0.96 e_above_lowest_kj_mol=127.9 smiles=N#C[C@H](N)C1CC1 largest_force_ha_per_bohr=0.0219 mol_weight_g_mol=96.13 gap_ev=11.33 total_energy_ev=-8293.671
N -0.98 1.89 -0.21 0.045
C -0.15 0.85 0.39 -0.374
C -0.56 0.50 1.77 -0.178
N -0.88 0.24 2.86 0.143
C -0.15 -0.38 -0.51 -0.274
C 0.52 -1.65 -0.07 -0.115
C 1.13 -0.83 -1.17 -0.110
H -0.95 2.73 0.36 0.082
H -1.95 1.59 -0.22 0.083
H 0.87 1.24 0.46 0.147
H -1.06 -0.49 -1.08 0.139
H 1.02 -1.65 0.90 0.105
H 0.04 -2.59 -0.33 0.103
H 1.07 -1.20 -2.19 0.100
H 2.03 -0.27 -0.95 0.103

# 3
66
Properties=species:S:1:pos:R:3:lowdin_charge:R:1 method="wB97M-V/def2-TZVPD" e_lumo_ev=-0.42 e_above_lowest_kj_mol=323.7 smiles="C[C@H]1COC(=O)O1.C[C@H]1COC(=O)O1.O=C1OCCO1.O=C1OCCO1.O=C1OCCO1.O=C1OCCO1" largest_force_ha_per_bohr=0.0949 mol_weight_g_mol=556.43 gap_ev=10.16 total_energy_ev=-58046.605
C 5.99 -3.14 -4.61 -0.193
C 5.99 -2.69 -3.20 -0.112
O 4.79 -1.87 -3.10 0.042
C 4.15 -1.87 -4.35 -0.499
O 3.19 -1.19 -4.59 0.151
O 4.89 -2.59 -5.23 0.081
H 5.98 -4.22 -4.75 0.133
H 6.94 -2.89 -5.07 0.133
H 6.91 -2.18 -2.95 0.134
H 5.82 -3.60 -2.62 0.129
C -3.09 -0.98 -2.72 -0.100
C -2.14 -2.23 -2.52 -0.062
O -1.86 -2.13 -1.12 0.100
C -2.34 -1.09 -0.58 -0.648
O -2.17 -0.85 0.59 0.141
O -3.11 -0.39 -1.43 0.061
H -4.09 -1.36 -2.92 0.126
H -2.76 -0.19 -3.40 0.131
H -1.26 -2.15 -3.16 0.127
H -2.73 -3.10 -2.78 0.124
C -5.33 2.17 6.06 -0.132
C -5.35 2.88 7.39 -0.151
O -6.40 3.76 7.13 0.059
C -7.03 3.55 5.93 -0.522
O -8.08 4.08 5.54 0.124
O -6.32 2.71 5.21 0.092
H -5.83 1.26 6.38 0.130
H -4.32 1.99 5.71 0.140
H -4.41 3.35 7.67 0.130
H -5.53 2.14 8.17 0.128
C 0.88 -7.45 -4.28 -0.153
C 0.53 -7.29 -2.78 -0.102
O 0.99 -8.53 -2.24 0.050
C 1.08 -9.45 -3.26 -0.533
O 1.15 -10.65 -3.25 0.161
O 1.25 -8.78 -4.40 0.063
H 1.67 -6.77 -4.59 0.130
H -0.05 -7.27 -4.81 0.128
H -0.53 -7.13 -2.56 0.131
H 1.22 -6.51 -2.48 0.125
C -2.44 4.71 0.30 -0.015
C -1.40 5.23 -0.66 -0.298
C -1.00 4.34 -1.86 -0.088
O -1.14 5.16 -2.98 0.090
C -1.65 6.33 -2.65 -0.595
O -1.93 7.23 -3.43 0.117
O -1.81 6.43 -1.35 0.098
H -2.05 3.87 0.87 0.090
H -3.32 4.40 -0.27 0.095
H -2.65 5.50 1.03 0.091
H -0.53 5.62 -0.14 0.152
H -1.68 3.49 -1.93 0.129
H 0.01 3.94 -1.84 0.135
C 4.09 1.95 2.03 -0.030
C 2.98 2.14 2.97 -0.378
C 3.13 1.15 4.08 -0.062
O 2.85 1.93 5.29 0.087
C 2.75 3.19 4.96 -0.545
O 2.63 4.11 5.77 0.117
O 3.00 3.38 3.62 0.081
H 5.06 1.93 2.52 0.100
H 4.09 2.54 1.11 0.095
H 3.96 0.90 1.78 0.094
H 2.00 2.16 2.49 0.164
H 4.05 0.58 4.21 0.140
H 2.31 0.44 4.07 0.137

# 4
104
Properties=species:S:1:pos:R:3:lowdin_charge:R:1 method="wB97M-V/def2-TZVPD" total_charge=+1 e_lumo_ev=-5.31 e_above_lowest_kj_mol=176.4 largest_force_ha_per_bohr=0.3478 mol_weight_g_mol=729.81 gap_ev=4.18 total_energy_ev=-69355.200
C -1.57 2.43 0.82 -0.004
C -2.10 1.06 0.35 -0.450
C -1.69 0.86 -1.19 -0.149
C -1.73 -0.51 -1.75 -0.207
C -0.87 -1.44 -0.85 -0.099
C -1.24 -1.45 0.75 -0.379
N -1.64 -0.04 1.18 0.061
O -1.82 0.04 2.43 0.199
C 0.04 -1.90 1.49 -0.011
C -2.42 -2.30 1.02 -0.033
C -3.68 1.10 0.48 0.030
H -1.77 3.24 0.13 0.087
H -0.50 2.19 1.20 0.114
H -2.28 2.65 1.72 0.119
H -0.50 1.35 -1.21 0.189
H -2.18 1.51 -1.75 0.025
H -1.54 -0.39 -2.95 0.150
H -2.77 -0.87 -1.75 0.103
H 0.21 -1.29 -1.20 0.120
H -1.02 -2.48 -1.31 0.111
H 1.00 -1.33 1.38 0.099
H 0.42 -2.81 1.27 0.022
H -0.32 -2.03 2.59 0.123
H -2.26 -3.51 1.05 0.172
H -3.35 -2.19 0.45 0.094
H -2.88 -2.21 1.95 0.028
H -3.92 0.19 -0.20 0.110
H -4.13 1.94 -0.16 0.132
H -3.92 1.10 1.49 0.059
N -1.13 8.38 -2.05 -0.039
C 0.21 8.54 -2.20 -0.115
C 0.85 7.39 -1.45 -0.062
C -0.30 6.47 -1.04 -0.053
C -1.55 7.16 -1.48 -0.059
H -1.92 8.95 -2.43 0.168
H 0.67 9.37 -2.74 0.099
H 1.91 7.13 -1.27 0.070
H -0.35 5.53 -0.54 0.034
H -2.41 6.95 -1.42 -0.033
N 0.14 -5.96 -0.28 -0.040
C 0.10 -5.00 -1.24 -0.136
C 1.46 -4.29 -1.20 -0.087
C 2.24 -4.88 -0.05 -0.024
C 1.30 -6.00 0.54 -0.022
H -0.66 -6.47 -0.12 0.109
H -0.76 -4.94 -1.96 0.112
H 1.86 -3.22 -1.66 0.111
H 3.14 -4.62 -0.06 -0.033
H 1.49 -6.80 1.21 0.073
N 1.66 -2.95 6.51 -0.053
C 1.99 -2.28 5.37 -0.105
C 1.84 -3.26 4.23 -0.098
C 1.45 -4.50 4.83 -0.104
C 1.32 -4.27 6.29 -0.119
H 1.42 -2.55 7.41 0.143
H 2.33 -1.13 5.37 0.132
H 2.00 -3.04 3.19 0.051
H 1.06 -5.43 4.35 0.084
H 0.98 -4.75 7.19 0.090
N -3.63 2.64 -5.56 -0.064
C -2.54 2.24 -4.82 -0.087
C -2.49 3.26 -3.66 -0.084
C -3.67 4.07 -3.74 -0.062
C -4.36 3.65 -5.03 -0.103
H -3.82 1.91 -6.42 0.235
H -1.83 1.48 -4.99 0.070
H -1.74 3.44 -3.09 -0.004
H -4.09 4.82 -3.01 0.091
H -5.30 3.79 -5.32 0.049
C 2.79 2.93 -3.08 0.071
N 2.74 3.00 -1.55 -0.365
O 1.68 2.76 -0.98 0.023
O 3.81 3.27 -0.93 0.030
H 3.68 2.47 -3.51 0.108
H 2.44 3.88 -3.53 0.118
H 2.02 2.30 -3.34 0.033
C -3.33 -3.00 6.54 0.017
N -3.41 -2.35 5.30 -0.395
O -4.07 -1.25 5.15 0.024
O -2.86 -2.79 4.27 0.030
H -3.17 -4.12 6.40 0.135
H -4.22 -3.20 6.92 0.047
H -2.42 -2.43 7.04 0.175
C 1.80 -2.26 -4.78 0.012
N 0.82 -1.28 -4.47 -0.538
O -0.21 -1.50 -4.94 0.118
O 1.14 -0.47 -3.65 0.060
H 1.63 -2.90 -3.76 0.143
H 2.87 -1.93 -4.99 0.121
H 1.75 -2.83 -5.69 0.088
C 3.04 1.49 1.85 0.064
N 2.51 1.18 3.26 -0.434
O 3.35 1.28 4.14 0.064
O 1.39 0.76 3.41 0.033
H 3.04 0.60 1.28 0.056
H 3.93 1.99 1.89 0.046
H 2.27 2.37 1.45 0.143
C 5.84 -1.87 -0.49 0.063
N 4.50 -1.47 -0.86 -0.430
O 3.60 -1.61 0.00 0.009
O 4.27 -1.06 -1.98 0.062
H 5.88 -1.87 0.54 0.081
H 6.48 -1.01 -1.01 0.163
H 6.04 -2.73 -1.01 0.073

# 5
107
Properties=species:S:1:pos:R:3:lowdin_charge:R:1 method="wB97M-V/def2-TZVPD" e_lumo_ev="-1.92 / -2.08" e_above_lowest_kj_mol=413.2 multiplicity=2 largest_force_ha_per_bohr=0.0523 mol_weight_g_mol=1453.45 gap_ev="4.39 / 4.24" total_energy_ev=-452330.937
Ti -0.75 0.22 0.30 0.236
C -2.57 0.17 4.27 0.000
C -2.30 -0.15 2.95 -0.169
N -1.36 0.46 2.23 -0.158
C -0.64 1.45 2.85 -0.197
C -0.89 1.86 4.18 -0.130
C -1.88 1.19 4.89 0.038
C -0.11 2.92 4.71 0.001
C 0.88 3.50 3.99 -0.001
C 1.16 3.09 2.65 -0.122
C 2.18 3.64 1.87 0.047
C 2.33 3.20 0.56 0.011
C 1.49 2.22 0.06 -0.117
N 0.53 1.65 0.79 -0.044
C 0.37 2.07 2.08 -0.158
H -3.33 -0.40 4.80 0.126
H -2.88 -0.92 2.46 0.097
H -2.10 1.47 5.91 0.128
H -0.32 3.25 5.72 0.123
H 1.46 4.31 4.41 0.122
H 2.82 4.41 2.27 0.129
H 3.10 3.61 -0.08 0.120
H 1.60 1.90 -0.98 0.020
Se -0.38 -4.52 4.43 -0.201
Sb 1.35 -4.13 2.87 0.343
Se -0.49 -1.98 1.39 -0.100
Se 1.42 -1.33 2.49 0.077
Se 0.13 -3.88 0.29 0.045
Cl 1.49 -0.70 -0.71 0.692
C 1.38 -1.55 -2.22 -0.678
C 2.48 -2.21 -2.73 -0.092
C 2.36 -2.83 -3.96 -0.052
C 1.15 -2.80 -4.64 -0.055
C 0.05 -2.17 -4.09 -0.066
C 0.15 -1.53 -2.86 -0.377
P -1.22 -0.61 -2.08 1.039
C -1.31 0.86 -3.17 -0.371
C -0.94 2.10 -2.67 -0.178
C -1.01 3.23 -3.45 -0.080
C -1.47 3.14 -4.75 -0.058
C -1.81 1.91 -5.28 -0.060
C -1.72 0.77 -4.50 -0.088
C -2.65 -1.61 -2.59 -0.362
C -2.60 -2.99 -2.40 -0.102
C -3.70 -3.77 -2.73 -0.070
C -4.85 -3.18 -3.22 -0.072
C -4.91 -1.80 -3.38 -0.056
C -3.81 -1.02 -3.07 -0.091
H 3.41 -2.22 -2.19 0.119
H 3.21 -3.33 -4.39 0.113
H 1.06 -3.28 -5.60 0.109
H -0.90 -2.17 -4.62 0.108
H -0.56 2.19 -1.65 0.062
H -0.72 4.19 -3.04 0.112
H -1.57 4.04 -5.35 0.110
H -2.15 1.83 -6.30 0.106
H -1.98 -0.19 -4.93 0.102
H -1.71 -3.46 -2.00 0.065
H -3.66 -4.84 -2.60 0.110
H -5.70 -3.79 -3.50 0.106
H -5.81 -1.33 -3.75 0.112
H -3.84 0.05 -3.20 0.084
F 5.82 5.72 -4.50 0.098
C 4.97 4.71 -4.26 -0.154
C 5.15 3.47 -4.88 -0.151
F 6.19 3.30 -5.71 0.104
C 4.27 2.44 -4.65 -0.253
F 4.48 1.27 -5.27 0.065
C 3.18 2.56 -3.76 -0.596
S 2.13 1.26 -3.42 0.687
C 3.04 3.82 -3.16 -0.248
F 2.03 4.02 -2.28 0.034
C 3.90 4.87 -3.39 -0.160
F 3.70 6.05 -2.79 0.094
C -3.67 2.36 1.69 -0.213
Ge -3.06 1.36 0.04 0.951
C -3.56 2.81 -1.25 -0.338
C -4.44 2.69 -2.32 -0.122
C -4.79 3.80 -3.07 -0.078
C -4.27 5.05 -2.76 -0.090
C -3.39 5.18 -1.70 -0.090
C -3.03 4.07 -0.97 -0.146
C -4.41 -0.15 0.03 -0.235
C -3.90 -1.41 0.22 -0.188
C -4.70 -2.55 0.38 -0.063
C -6.06 -2.43 0.29 -0.029
C -6.65 -1.17 0.06 -0.167
C -8.05 -1.04 -0.04 -0.039
C -8.63 0.18 -0.22 -0.083
C -7.82 1.33 -0.30 -0.070
C -6.46 1.23 -0.19 -0.043
C -5.83 -0.02 -0.04 -0.166
H -4.45 3.06 1.42 0.020
H -2.86 2.93 2.15 0.012
H -4.07 1.68 2.44 0.014
H -4.88 1.74 -2.55 0.089
H -5.48 3.69 -3.90 0.105
H -4.56 5.91 -3.34 0.100
H -2.97 6.15 -1.46 0.104
H -2.33 4.18 -0.15 0.099
H -2.82 -1.55 0.23 0.011
H -4.24 -3.51 0.57 0.116
H -6.69 -3.30 0.41 0.114
H -8.66 -1.93 0.04 0.110
H -9.70 0.27 -0.30 0.101
H -8.29 2.30 -0.43 0.104
H -5.86 2.13 -0.23 0.083

# 6
93
Properties=species:S:1:pos:R:3:lowdin_charge:R:1 method="wB97M-V/def2-TZVPD" total_charge=+1 e_lumo_ev=-3.47 e_above_lowest_kj_mol=0.0 largest_force_ha_per_bohr=0.0326 mol_weight_g_mol=718.58 gap_ev=8.09 total_energy_ev=-122110.349
C -4.52 -1.30 2.15 -0.056
C -3.53 -0.17 2.46 -0.259
N -2.82 0.33 1.26 0.009
C -1.48 -0.05 1.14 -0.217
C -1.07 -1.06 0.25 -0.145
C -2.00 -1.84 -0.63 -0.101
C -1.49 -1.88 -2.09 -0.159
C -2.55 -1.42 -3.11 -0.170
C -3.20 -0.08 -2.76 -0.146
C -4.74 -0.06 -2.82 -0.209
O -5.33 -1.29 -2.45 -0.169
C -5.84 -2.06 -3.53 -0.264
C -5.61 -3.54 -3.25 -0.068
N 0.20 -1.37 0.15 0.215
N 1.05 -0.72 0.90 -0.022
C 2.47 -1.12 0.69 -0.079
C 2.93 -2.14 1.77 -0.143
C 3.44 -3.46 1.15 -0.178
C 2.32 -4.42 0.79 -0.198
N 1.72 -4.07 -0.51 0.017
C 0.80 -4.97 -0.99 -0.554
N -0.11 -5.46 -0.22 0.130
N 0.91 -5.28 -2.40 0.090
C 0.78 0.23 1.79 -0.203
C 1.85 0.88 2.60 -0.125
C 2.40 2.21 1.99 -0.282
C 1.43 3.03 1.15 -0.639
I 2.59 4.50 0.08 0.843
C -0.56 0.59 1.93 -0.494
Br -1.12 1.88 3.16 0.988
H -4.03 -2.00 1.48 0.063
H -5.36 -0.87 1.61 0.083
H -4.83 -1.80 3.06 0.081
H -2.83 -0.42 3.25 0.094
H -4.11 0.67 2.85 0.105
H -3.32 0.13 0.41 0.101
H -3.01 -1.47 -0.55 0.087
H -1.98 -2.86 -0.25 0.127
H -0.56 -1.35 -2.24 0.108
H -1.28 -2.93 -2.32 0.092
H -3.25 -2.23 -3.22 0.086
H -2.03 -1.32 -4.06 0.115
H -2.92 0.28 -1.77 0.085
H -2.79 0.67 -3.44 0.115
H -5.04 0.26 -3.82 0.120
H -5.08 0.68 -2.10 0.117
H -5.27 -1.82 -4.43 0.113
H -6.89 -1.85 -3.72 0.120
H -6.43 -4.13 -3.64 0.074
H -5.46 -3.73 -2.20 0.077
H -4.71 -3.88 -3.76 0.063
H 3.11 -0.26 0.61 0.122
H 2.52 -1.64 -0.25 0.107
H 2.05 -2.41 2.35 0.118
H 3.72 -1.72 2.39 0.108
H 3.97 -3.26 0.22 0.113
H 4.16 -3.93 1.81 0.116
H 1.53 -4.45 1.54 0.108
H 2.72 -5.43 0.70 0.122
H 2.41 -3.88 -1.22 0.118
H -0.70 -6.09 -0.75 0.043
H 0.77 -6.28 -2.51 0.080
H 0.13 -4.85 -2.88 0.065
H 2.67 0.22 2.82 0.107
H 1.37 1.11 3.55 0.084
H 3.31 1.98 1.44 0.079
H 2.69 2.83 2.83 0.101
H 0.92 2.47 0.38 0.040
H 0.76 3.62 1.75 0.003
C 2.52 7.10 4.94 -0.055
C 2.28 5.63 4.66 -0.504
C 1.16 5.07 5.53 -0.060
O 3.48 4.88 4.87 -0.060
H 2.83 7.24 5.98 0.085
H 3.33 7.48 4.32 0.083
H 1.63 7.69 4.76 0.083
H 2.02 5.50 3.60 0.118
H 1.42 5.15 6.59 0.085
H 1.00 4.01 5.31 0.062
H 0.22 5.60 5.36 0.082
H 3.73 4.98 5.79 0.088
C 3.95 1.47 -3.17 -0.062
C 2.73 1.85 -4.00 -0.501
C 3.12 2.67 -5.22 -0.059
O 1.80 2.57 -3.20 -0.090
H 4.45 2.37 -2.80 0.079
H 3.66 0.89 -2.30 0.062
H 4.67 0.89 -3.75 0.082
H 2.22 0.94 -4.32 0.134
H 3.60 3.60 -4.92 0.084
H 2.24 2.93 -5.80 0.081
H 3.81 2.12 -5.86 0.083
H 2.24 3.38 -2.90 0.029

# 7
19
Properties=species:S:1:pos:R:3:lowdin_charge:R:1 method="wB97M-V/def2-TZVPD" e_lumo_ev=0.91 e_above_lowest_kj_mol=214.3 smiles=C[C@H]1OCC1(C)C largest_force_ha_per_bohr=0.0428 mol_weight_g_mol=100.16 gap_ev=10.26 total_energy_ev=-8462.132
C -0.96 -1.93 -0.33 -0.023
C -0.52 -0.80 0.66 -0.174
O 0.59 -0.72 1.84 -0.124
C 0.75 0.65 1.45 -0.194
C 0.16 0.45 0.06 -0.515
C -0.69 1.58 -0.47 -0.042
C 1.26 0.08 -0.95 -0.049
H -1.23 -2.90 0.12 0.071
H -1.88 -1.62 -0.86 0.090
H -0.23 -2.13 -1.12 0.064
H -1.18 -0.62 1.49 0.132
H 1.81 0.94 1.45 0.118
H 0.18 1.38 2.06 0.128
H -1.50 1.82 0.24 0.082
H -1.14 1.35 -1.44 0.083
H -0.07 2.48 -0.59 0.089
H 0.86 -0.23 -1.92 0.080
H 1.90 -0.72 -0.56 0.095
H 1.89 0.96 -1.15 0.087